1.
ORCA calculation (ωB97M-V/def2-TZVPD) on C3H3NOS in the gas phase.

Results
Relative energy (zero: lowest compared OMol25 entry of this formula, charge and spin): 3.638 eV
Orbital gap (alpha / beta): 5.52 / 4.82 eV
Calculated total energy: -17525.654 eV
⟨S²⟩: 2.01
E_HOMO (alpha / beta): -5.80 / -9.46 eV
Lowest unoccupied orbital energy (alpha / beta): -0.010 / -0.171 Eh

Geometry as ORCA input:
```
! RIJCOSX wB97M-V def2-TZVPD def2/J DEFGRID3
* xyz 0 3
C 2.26 -0.59 0.12
C 0.81 1.23 -0.52
C 0.93 -0.12 0.21
N 3.24 -1.17 0.11
O 1.65 2.05 -0.45
S -0.13 -1.61 -0.57
H -0.14 1.18 -1.26
H 0.49 0.12 1.30
H -1.28 -1.30 0.05
*
```

Here are the Mulliken charges for atoms 1 to 6, given in e: 0.116 -0.049 -0.013 -0.360 -0.347 -0.121


2.
ORCA calculation (ωB97M-V/def2-TZVPD) on a molecular structure, C8H5Br3O.

Results
Orbital gap: 9.66 eV
Calculated total energy: -220551.243 eV
E_HOMO: -9.63 eV
Lowest unoccupied orbital energy: 0.001 Eh

Geometry as ORCA input:
```
! RIJCOSX wB97M-V def2-TZVPD def2/J DEFGRID3
* xyz 0 1
C -1.88 0.46 1.52
C -0.70 -0.17 1.90
C -2.00 0.98 0.25
C 0.35 -0.27 1.01
C -0.96 0.87 -0.66
C 0.22 0.24 -0.28
C 1.39 0.16 -1.19
C 2.07 -1.44 -1.12
O 3.10 -2.01 -0.90
Br 1.06 0.40 -3.07
Br 0.53 -2.58 -1.58
Br 2.81 1.39 -0.63
H -2.68 0.55 2.23
H -0.59 -0.58 2.89
H -2.92 1.46 -0.06
H 1.27 -0.75 1.31
H -1.07 1.29 -1.65
*
```

Here are the Mulliken charges for atoms 1 to 6, given in e: -0.408 -0.621 -0.658 -0.252 -0.348 0.660


3.
ORCA calculation (ωB97M-V/def2-TZVPD) on a molecular structure, C26H31BrF6InN8Sb.

Results
Relative energy (zero: lowest compared OMol25 entry of this formula, charge and spin): 0.664 eV
Orbital gap (alpha / beta): 8.14 / 6.21 eV
Calculated total energy: -137424.385 eV
⟨S²⟩: 0.79
E_HOMO (alpha / beta): -15.97 / -16.27 eV
Lowest unoccupied orbital energy (alpha / beta): -0.288 / -0.369 Eh

Geometry as ORCA input:
```
! RIJCOSX wB97M-V def2-TZVPD def2/J DEFGRID3
* xyz 3 2
In -2.09 -0.13 0.18
C -3.98 0.30 2.51
C -2.61 -0.03 3.17
N -1.80 -0.91 2.33
C -2.09 -2.39 2.42
C -3.08 -2.84 1.36
C -3.68 -4.07 1.46
C -4.52 -4.47 0.40
C -4.75 -3.60 -0.61
C -4.13 -2.34 -0.65
C -4.47 -1.34 -1.69
N -3.69 -0.13 -1.51
C -4.54 1.07 -1.17
C -4.96 0.97 0.33
N -3.76 0.97 1.23
N -3.37 -1.98 0.40
H -4.58 0.92 3.16
H -4.51 -0.64 2.30
H -2.69 -0.47 4.17
H -2.07 0.94 3.18
H -0.87 -0.68 2.72
H -2.47 -2.56 3.43
H -1.20 -2.96 2.28
H -3.44 -4.75 2.30
H -4.98 -5.39 0.43
H -5.28 -3.93 -1.50
H -5.53 -1.06 -1.71
H -4.22 -1.75 -2.66
H -3.29 0.17 -2.40
H -5.49 1.16 -1.74
H -3.90 1.90 -1.32
H -5.35 -0.06 0.45
H -5.62 1.76 0.50
H -3.48 1.91 1.33
N 5.40 2.19 -1.07
C 5.52 0.75 -1.25
C 5.27 0.18 -2.51
C 5.76 -1.12 -2.67
C 6.29 -1.81 -1.54
C 6.41 -1.09 -0.36
N 6.02 0.16 -0.19
C 5.26 2.89 0.08
C 5.51 4.28 0.13
C 5.13 4.91 1.26
C 4.49 4.19 2.29
C 4.39 2.80 2.21
N 4.67 2.17 1.09
H 5.65 2.70 -1.90
H 5.01 0.74 -3.41
H 5.82 -1.48 -3.71
H 6.68 -2.80 -1.65
H 7.01 -1.40 0.45
H 5.81 4.82 -0.71
H 5.27 6.00 1.22
H 4.17 4.74 3.18
H 4.07 2.16 3.04
F 0.01 0.82 1.01
Sb 0.06 2.62 0.35
F -0.14 4.14 -0.74
F -1.57 1.85 -0.67
F -1.33 3.03 1.59
F 1.18 1.83 -0.92
F 1.34 3.19 1.49
Br 2.04 -4.01 -0.94
C 1.13 -2.53 -1.44
C 1.58 -1.85 -2.57
C 0.75 -0.82 -3.03
C -0.27 -0.38 -2.25
N -0.58 -0.93 -1.07
C 0.06 -2.05 -0.67
H 2.50 -2.13 -3.08
H 1.01 -0.33 -3.92
H -0.71 0.67 -2.34
H -0.19 -2.71 0.13
*
```

Here are the Mulliken charges for atoms 1 to 6, given in e: 2.327 -0.740 -0.899 -0.220 -1.526 0.903


4.
ORCA calculation (ωB97M-V/def2-TZVPD) on 2 unconnected molecules or ions with the total composition C2H6N2O.

Results
Relative energy (zero: lowest compared OMol25 entry of this formula, charge and spin): 4.249 eV
Orbital gap: 9.49 eV
Calculated total energy: -7195.539 eV
E_HOMO: -8.70 eV
Lowest unoccupied orbital energy: 0.029 Eh
SMILES string: [H]/N=N\[H].C=CO

Geometry as ORCA input:
```
! RIJCOSX wB97M-V def2-TZVPD def2/J DEFGRID3
* xyz 0 1
C 0.18 1.00 0.34
C 0.26 0.16 1.35
N -0.15 -0.75 -1.80
N 0.85 -0.97 -1.12
O -0.94 1.68 0.01
H 1.03 1.30 -0.22
H -0.70 -0.10 1.86
H 1.22 -0.32 1.68
H -0.87 -1.48 -1.81
H -1.83 1.31 0.33
H 0.97 -1.84 -0.61
*
```

Here are the Mulliken charges for atoms 1 to 6, given in e: 0.047 -0.751 -0.212 -0.186 -0.478 0.409


5.
ORCA calculation (ωB97M-V/def2-TZVPD) on a molecular structure, C36H45BiN6O4PS4Si.

Results
Relative energy (zero: lowest compared OMol25 entry of this formula, charge and spin): 0.035 eV
Orbital gap: 5.93 eV
Calculated total energy: -121546.038 eV
E_HOMO: -3.89 eV
Lowest unoccupied orbital energy: 0.075 Eh

Geometry as ORCA input:
```
! RIJCOSX wB97M-V def2-TZVPD def2/J DEFGRID3
* xyz -1 1
Bi 11.90 10.30 14.54
S 11.75 13.10 16.49
C 11.21 12.39 17.93
N 10.16 12.79 18.71
N 9.38 13.67 18.10
C 8.17 14.10 18.61
C 7.81 13.69 19.90
C 6.81 14.39 20.55
C 6.07 15.36 19.89
C 6.28 15.56 18.53
C 7.36 14.97 17.89
N 11.67 11.15 18.31
N 11.90 10.25 17.43
C 12.51 9.17 17.95
C 12.56 7.98 17.16
C 13.46 6.98 17.54
C 14.33 7.19 18.61
C 14.18 8.26 19.46
C 13.30 9.30 19.10
H 9.76 14.08 17.23
H 8.44 12.94 20.42
H 6.56 14.16 21.60
H 5.37 15.97 20.46
H 5.65 16.21 17.94
H 7.55 15.10 16.84
H 11.85 7.82 16.34
H 13.57 6.06 16.96
H 15.15 6.51 18.78
H 14.78 8.32 20.39
H 13.16 10.21 19.68
C 11.27 6.46 8.62
Si 12.36 7.95 9.07
C 13.92 8.01 8.00
C 11.27 9.45 8.62
C 12.96 7.94 10.86
C 13.77 6.84 11.11
C 14.13 6.48 12.39
C 13.72 7.26 13.42
N 13.01 8.36 13.21
C 12.64 8.75 11.99
S 11.83 10.31 11.94
H 11.44 6.18 7.54
H 10.20 6.67 8.70
H 11.45 5.55 9.20
H 13.62 8.01 6.92
H 14.59 7.15 8.15
H 14.54 8.92 8.21
H 11.06 9.26 7.52
H 11.73 10.42 8.74
H 10.31 9.45 9.15
H 14.08 6.21 10.28
H 14.70 5.57 12.56
H 14.02 7.03 14.44
S 15.15 11.03 15.18
C 14.74 12.35 14.22
N 13.50 12.65 13.89
C 13.45 13.70 13.02
C 12.28 14.23 12.51
C 12.31 15.23 11.56
C 13.55 15.70 11.11
C 14.76 15.26 11.66
C 14.70 14.27 12.63
S 15.94 13.52 13.52
H 11.30 13.83 12.83
H 11.40 15.67 11.16
H 13.54 16.49 10.36
H 15.74 15.62 11.31
C 8.15 8.38 17.95
C 7.30 9.37 17.16
C 6.08 8.83 16.43
C 6.89 10.51 18.06
O 8.14 10.07 16.17
P 8.97 9.41 15.00
O 9.65 10.68 14.32
O 10.05 8.42 15.37
O 7.89 8.81 14.04
C 7.92 7.62 13.16
C 8.26 6.43 14.02
C 8.90 7.90 12.05
C 6.46 7.61 12.66
H 7.44 7.79 18.59
H 8.91 8.88 18.58
H 8.66 7.62 17.37
H 5.34 8.57 17.19
H 6.29 7.97 15.78
H 5.62 9.66 15.88
H 6.18 10.14 18.85
H 6.39 11.32 17.50
H 7.76 10.94 18.57
H 9.31 6.50 14.40
H 8.14 5.53 13.38
H 7.57 6.33 14.89
H 9.93 8.03 12.38
H 8.58 8.76 11.44
H 8.89 7.03 11.39
H 5.72 7.52 13.50
H 6.32 6.73 12.00
H 6.31 8.50 12.06
*
```

Here are the Mulliken charges for atoms 1 to 6, given in e: 1.692 -0.499 0.272 -0.716 0.400 0.447


6.
ORCA calculation (ωB97M-V/def2-TZVPD) on 2 unconnected molecules or ions with the total composition C4H13N2O.

Results
Relative energy (zero: lowest compared OMol25 entry of this formula, charge and spin): 3.281 eV
Orbital gap (alpha / beta): 3.69 / 8.00 eV
Calculated total energy: -9381.408 eV
⟨S²⟩: 0.75
E_HOMO (alpha / beta): -3.07 / -7.61 eV
Lowest unoccupied orbital energy (alpha / beta): 0.023 / 0.014 Eh

Geometry as ORCA input:
```
! RIJCOSX wB97M-V def2-TZVPD def2/J DEFGRID3
* xyz 0 2
C -0.49 -0.79 -2.85
C -1.21 -0.63 -1.52
C -0.39 -0.22 -0.34
C 0.88 -0.62 0.07
N 1.71 0.20 0.88
N -0.63 0.94 0.57
H -1.30 -0.68 -3.66
H 0.18 0.04 -2.92
H 0.17 -1.75 -2.96
H -1.56 -1.65 -1.21
H -2.04 0.10 -1.73
H 1.35 -1.63 -0.19
H 2.60 0.10 0.41
H 1.71 -0.18 1.83
H -1.52 1.43 0.39
H 0.25 1.40 0.77
H -0.87 0.40 1.46
H 1.01 1.59 3.60
H -0.17 0.90 4.15
O 0.31 1.04 3.26
*
```

Here are the Mulliken charges for atoms 1 to 6, given in e: -1.106 -0.184 -0.787 -0.320 -0.684 -0.429


| no. | maximum force (eV/A) |
| --- | --- |
| 1 | 5.2 |
| 2 | 3.4 |
| 3 | 3.1 |
| 4 | 2.4 |
| 5 | 4.4 |
| 6 | 4.7 |